DFT (ωB97M-V/def2-TZVPD) results for a cluster of 2 separate species, CH5BO2 in total in a non-equilibrium geometry.

The geometry in XYZ format:
```
9
Properties=species:S:1:pos:R:3:nbo_charge:R:1
B 0.039 -0.045 0.240 1.021
C 0.457 0.579 -1.193 -0.958
O -0.886 0.505 1.112 -0.836
O 0.532 -1.233 0.618 -0.415
H 1.470 0.449 -1.479 0.248
H 0.168 1.623 -1.149 0.245
H -0.425 0.166 -1.776 0.250
H -1.096 -0.146 1.816 0.502
H -0.258 -1.899 1.812 -0.057
```

Values from the calculation:
spin multiplicity: 3
strongest force on any atom: 0.0712 hartree/bohr
<S²>: 2.01
HOMO level (alpha / beta): -8.396 / -11.986 eV
energy: -216.30873 hartree

DFT (ωB97M-V/def2-TZVPD) results for the molecule ClH3NPS in a non-equilibrium geometry.

The geometry in XYZ format:
```
7
Properties=species:S:1:pos:R:3:nbo_charge:R:1
N 0.160 -0.174 -0.013 -1.060
P 0.692 -0.922 -1.471 0.769
S -0.330 -1.150 1.298 0.147
Cl -0.951 -1.867 -1.976 -0.263
H 0.860 0.418 0.231 0.367
H 0.556 0.304 -1.950 -0.082
H -1.458 -0.358 1.561 0.121
```

Values from the calculation:
strongest force on any atom: 0.0712 hartree/bohr
SMILES: SNPCl
HOMO level: -8.772 eV
energy relative to the best compared isomer or geometry (same formula, charge and spin): 1.605 eV
energy: -1256.25652 hartree

DFT (ωB97M-V/def2-TZVPD) results for a cluster of 2 separate species, C2H2F2O3 in total in a non-equilibrium geometry.

The geometry in XYZ format:
```
9
Properties=species:S:1:pos:R:3:nbo_charge:R:1
C -2.317 0.130 0.025 1.051
C 1.563 -0.131 0.173 0.583
O -3.348 0.455 0.504 -0.578
O -1.240 0.812 0.236 -0.721
O 2.409 0.344 -0.651 -0.625
F -2.241 -1.032 -0.752 -0.364
F 2.095 -1.019 0.983 -0.322
H -0.239 0.436 -0.011 0.477
H 3.318 0.006 -0.507 0.500
```

Values from the calculation:
strongest force on any atom: 0.0804 hartree/bohr
HOMO level: -10.842 eV
energy relative to the best compared isomer or geometry (same formula, charge and spin): 2.251 eV
energy: -502.80869 hartree

DFT (ωB97M-V/def2-TZVPD) results for a cluster of 8 separate species, C12H40O8 in total in a non-equilibrium geometry.

The geometry in XYZ format:
```
60
Properties=species:S:1:pos:R:3:nbo_charge:R:1
C 0.287 0.466 -1.032 -0.261
O -0.969 1.192 -1.108 -0.803
H 1.096 1.153 -1.254 0.180
H 0.326 0.123 0.009 0.183
H 0.345 -0.453 -1.636 0.181
H -1.410 0.880 -1.928 0.508
C 4.083 1.358 -1.769 -0.245
O 3.673 0.070 -1.261 -0.775
H 3.157 1.883 -2.216 0.153
H 4.513 1.990 -1.030 0.174
H 4.776 1.203 -2.631 0.177
H 3.662 -0.004 -0.290 0.508
C -1.147 -1.120 2.698 -0.248
O -1.870 -1.565 1.572 -0.746
H -0.842 -2.079 3.153 0.178
H -0.218 -0.679 2.311 0.158
H -1.599 -0.416 3.342 0.186
H -2.299 -0.808 1.205 0.480
C 1.297 2.748 1.388 -0.263
O -0.119 2.553 1.637 -0.737
H 1.473 3.396 0.509 0.166
H 1.720 3.147 2.393 0.186
H 1.836 1.857 1.073 0.169
H -0.528 2.256 0.846 0.478
C 2.525 -3.044 -1.148 -0.652
C 1.085 -3.349 -0.808 -0.065
O 0.738 -2.383 0.249 -0.781
H 2.638 -2.011 -1.517 0.243
H 2.845 -3.675 -1.950 0.209
H 3.239 -3.305 -0.356 0.223
H 1.014 -4.336 -0.356 0.170
H 0.427 -3.272 -1.678 0.163
H -0.222 -2.486 0.403 0.501
C -3.120 3.631 -0.073 -0.653
C -4.087 2.417 0.008 -0.068
O -3.449 1.272 0.552 -0.739
H -2.166 3.337 -0.469 0.216
H -2.884 3.966 0.953 0.218
H -3.438 4.526 -0.627 0.213
H -4.641 2.102 -0.899 0.161
H -4.828 2.691 0.782 0.174
H -2.859 1.042 -0.140 0.471
C -4.485 -1.455 -2.468 -0.640
C -2.977 -1.468 -2.472 -0.067
O -2.445 -0.238 -3.126 -0.770
H -4.977 -1.404 -3.447 0.217
H -4.802 -0.569 -1.917 0.218
H -4.835 -2.291 -1.863 0.221
H -2.594 -2.353 -2.961 0.172
H -2.527 -1.399 -1.443 0.182
H -2.069 -0.510 -3.992 0.481
C 3.590 0.169 3.340 -0.631
C 2.785 -0.977 2.685 -0.054
O 2.882 -0.951 1.254 -0.790
H 4.602 0.141 2.998 0.212
H 3.615 0.077 4.450 0.212
H 3.100 1.155 3.194 0.208
H 1.735 -0.956 2.962 0.170
H 3.242 -1.942 3.067 0.154
H 2.100 -1.303 0.831 0.514
```

Values from the calculation:
strongest force on any atom: 0.0609 hartree/bohr
SMILES: CCO.CCO.CCO.CCO.CO.CO.CO.CO
HOMO level: -9.837 eV
energy relative to the best compared isomer or geometry (same formula, charge and spin): 3.589 eV
energy: -1082.99103 hartree

DFT (ωB97M-V/def2-TZVPD) results for the molecule C4H3FO in a non-equilibrium geometry.

The geometry in XYZ format:
```
9
Properties=species:S:1:pos:R:3:nbo_charge:R:1
C -0.064 1.784 -1.113 -0.215
C 0.233 0.636 -0.782 -0.077
C -0.330 -0.517 1.184 0.387
C 0.397 -0.865 -0.047 0.130
O -1.521 -0.526 1.291 -0.464
F -0.293 -1.779 -0.774 -0.312
H -0.134 2.598 -1.749 0.234
H 0.281 -0.249 1.929 0.115
H 1.432 -1.083 0.060 0.202
```

Values from the calculation:
strongest force on any atom: 0.0971 hartree/bohr
SMILES: C#C[C@H](F)C=O
HOMO level: -10.429 eV
energy relative to the best compared isomer or geometry (same formula, charge and spin): 2.731 eV
energy: -329.18558 hartree

DFT (ωB97M-V/def2-TZVPD) results for a cluster of 2 separate species, C5H9NO2 in total in a non-equilibrium geometry.

The geometry in XYZ format:
```
17
Properties=species:S:1:pos:R:3:nbo_charge:R:1
C -1.729 1.820 -0.543 -0.336
C -1.627 0.457 -0.372 0.059
C 0.495 -0.967 1.381 -0.582
C 0.036 -0.464 -1.216 -0.227
C 0.720 -1.275 -0.161 -0.459
N -2.653 -0.273 0.045 0.420
O -3.514 0.310 0.697 -0.393
O -2.657 -1.451 -0.245 -0.376
H -2.642 2.381 -0.326 0.232
H -0.743 2.307 -0.781 0.212
H 0.753 0.078 1.530 0.202
H -0.601 -1.114 1.507 0.212
H 1.158 -1.592 1.951 0.216
H 0.548 0.432 -1.516 0.191
H -0.424 -0.888 -2.006 0.203
H 1.794 -1.296 -0.237 0.215
H 0.467 -2.352 -0.303 0.210
```

Values from the calculation:
strongest force on any atom: 0.1656 hartree/bohr
HOMO level: -10.170 eV
energy relative to the best compared isomer or geometry (same formula, charge and spin): 6.780 eV
energy: -400.92759 hartree